41
Properties=species:S:1:pos:R:3 method="wB97M-V/def2-TZVPD" charge=0 gap_ha=0.3529 smiles="CNC(=O)[C@@H](CC(=O)O)NC(=O)[C@@H](CCC(=O)O)NC(C)=O"
C 3.7722 0.8174 2.0494
N 2.6352 0.1497 1.4003
C 2.4316 -1.1512 1.4836
O 3.2032 -1.8881 2.1056
C 1.1469 -1.7572 0.8469
C 0.3558 -2.6362 1.8290
C -0.0279 -1.8631 3.1163
O -0.2660 -2.4059 4.1711
O -0.1888 -0.5254 2.9996
N 0.1837 -0.8145 0.2475
C 0.3119 -0.2745 -0.9890
O 1.1930 -0.6503 -1.7527
C -0.6585 0.8973 -1.3176
C -1.6725 0.5056 -2.4181
C -1.0997 0.0300 -3.7562
C -2.1177 -0.2980 -4.8314
O -3.3346 -0.3432 -4.6480
O -1.6101 -0.5381 -6.0770
N -1.3869 1.4339 -0.1609
C -0.8113 2.0145 0.8536
C -1.6770 2.3409 2.0178
O 0.3872 2.1510 0.9310
H 3.7941 0.5294 3.0991
H 3.5551 1.8556 2.0395
H 4.6819 0.5330 1.5593
H 1.9664 0.7547 0.8872
H 1.5450 -2.4107 0.0353
H -0.5549 -3.0110 1.3808
H 0.9441 -3.4708 2.1654
H -0.4075 -0.1588 3.8651
H -0.4512 -0.4121 0.9173
H 0.0076 1.6427 -1.7195
H -2.2488 1.3770 -2.6133
H -2.3870 -0.2026 -2.0165
H -0.3944 0.7604 -4.1428
H -0.5061 -0.8503 -3.6287
H -2.3305 -0.7268 -6.6317
H -2.3749 1.4052 -0.2158
H -2.4127 3.0831 1.7287
H -1.0478 2.6812 2.8232
H -2.1481 1.4261 2.3662


8
Properties=species:S:1:pos:R:3 method="wB97M-V/def2-TZVPD" charge=+2 multiplicity=4 s_squared=3.80 gap_ha="0.3215 / 0.2623"
O 0.2205 0.1604 0.7418
C -1.3395 0.4677 0.0588
C 0.0555 -0.4042 -0.4158
H -1.3085 1.4575 -0.3942
H -2.2118 -0.0089 0.4959
H -0.0756 -1.4826 -0.5588
Pt 3.0640 0.2132 -0.0096
O 1.5952 -0.4032 0.0820


Asked for relative energy (zero: lowest compared OMol25 entry of this formula, charge and spin) across the records above, the calculation gives 0.000 6.607 eV in order.
Asked for maximum force across the records above, the calculation gives 0.0650 0.2280 hartree/bohr in order.